[1]
Formula: C20H19N4NaO5P2
Source: OMol25
Level of theory: ωB97M-V with the def2-TZVPD basis set

ORCA input file:
```
! RIJCOSX wB97M-V def2-TZVPD def2/J DEFGRID3
* xyz -2 1
P -2.33383 1.37983 0.84119
P 0.46607 -0.16883 1.30361
Na -1.48537 -1.10106 -0.43680
O -2.52428 -2.80751 -0.73967
O -1.48999 -3.90491 0.93583
O 2.83426 -6.36285 -3.44034
O 1.43925 -7.38125 -1.98374
O -0.42455 1.07305 -1.22627
N -0.49485 1.74781 -2.29293
N 0.37852 3.96735 -4.74542
N 0.10789 -2.54398 -1.70259
N 2.58269 2.92669 -1.06005
C 1.91303 -6.40189 -2.59466
C -3.16989 2.56549 -0.29244
C 2.10918 -0.40210 0.52568
C 0.52423 2.55004 -2.58286
C -0.36452 -3.67307 -1.14701
C 1.67153 2.73686 -1.73934
C 1.46152 2.35783 2.12800
C -0.91538 3.69044 1.68582
C -0.85084 2.32212 1.43550
C 0.42941 3.32765 -3.78770
C -3.43216 1.64395 2.30824
C 0.36546 1.64371 1.65629
C 0.88054 -0.79859 2.98762
C 1.74365 -3.86645 -2.84840
C 0.19914 -4.92107 -1.38447
C -1.57358 -3.47654 -0.22433
C 1.26579 -5.03581 -2.26498
C 0.19130 4.39058 2.14351
C 1.38401 3.72031 2.36804
C 1.15058 -2.65851 -2.52974
H 2.24892 -1.47854 0.40668
H 2.11762 0.05187 -0.46157
H 1.05875 -1.87247 2.91119
H -1.84150 4.22697 1.51214
H -3.02920 1.10278 3.16580
H -0.18347 -5.80639 -0.89574
H 2.93018 0.00858 1.11745
H -4.12462 2.11852 -0.57622
H 0.12389 5.45835 2.31605
H -3.36608 3.53599 0.16887
H 1.52092 -1.72921 -2.95379
H 2.25664 4.25980 2.71569
H 2.40420 1.84682 2.28432
H 2.57362 -3.93233 -3.53888
H 0.03671 -0.64773 3.66264
H -4.41833 1.23082 2.08728
H -3.53582 2.69921 2.57272
H -2.57688 2.70091 -1.19646
H 1.76565 -0.31320 3.40621
*
```

Output
**Energy relative to the best compared isomer or geometry (same formula, charge and spin)**: 28.7 kJ/mol
**E_LUMO**: 0.136 hartree
**HOMO level**: -2.88 eV
**Kohn-Sham gap**: 6.57 eV

[2]
Formula: C6H8
Source: OMol25
Level of theory: ωB97M-V with the def2-TZVPD basis set

ORCA input file:
```
! RIJCOSX wB97M-V def2-TZVPD def2/J DEFGRID3
* xyz 0 1
C -0.11181 -1.36580 1.22745
C -0.78760 -0.02664 -0.88004
C 0.05592 -1.06177 -0.23386
C -0.47050 1.23106 -0.97953
C 1.14674 -0.71593 0.73216
C -0.24511 2.51098 -0.91966
H 2.05565 -1.31094 0.70698
H -1.68576 -0.35089 -1.39418
H -0.81616 -0.74848 1.77591
H -0.72425 2.88128 0.00840
H -0.06695 -2.40363 1.53621
H 0.23298 -1.91323 -0.88083
H 0.35689 3.03197 -1.69485
H 1.30108 0.33248 0.96413
*
```

Output
**Energy relative to the best compared isomer or geometry (same formula, charge and spin)**: 179.6 kJ/mol
**E_LUMO**: 0.041 hartree
**HOMO level**: -9.17 eV
**Kohn-Sham gap**: 10.29 eV

[3]
Formula: C42H63ClCsIN8O4SSe
Source: OMol25
Level of theory: ωB97M-V with the def2-TZVPD basis set

ORCA input file:
```
! RIJCOSX wB97M-V def2-TZVPD def2/J DEFGRID3
* xyz -2 1
Cs -2.20421 2.73726 -0.75119
I -5.16785 -1.32886 -4.10753
Se -0.76385 -2.46017 -1.72500
Cl -4.97635 3.61410 1.88306
S 2.59998 2.52061 -1.80381
O -6.40178 2.90954 -1.64275
O -0.36127 -0.30202 -4.33069
O -4.62986 2.00787 -0.59685
O -2.46328 1.52941 -3.31627
N 3.02616 -0.11912 -1.62035
N -1.32231 7.75866 -1.26320
N -2.31487 5.55155 -0.78877
N 3.85949 0.94437 -3.49483
N -0.75778 3.48079 2.23207
N -0.05650 9.12231 0.37250
N -4.63057 2.01848 -3.70967
N -0.52094 0.74291 1.66341
C 3.86741 -0.23405 -4.35943
C -0.64980 8.43935 -0.35807
C 3.19531 -0.37882 4.92646
C -0.60472 -4.35463 -1.77701
C -0.19219 1.24394 2.85543
C -0.08050 -4.24737 -4.25393
C 4.59883 -3.66407 -2.91651
C -0.82246 2.55292 3.18554
C 0.00043 -0.43118 1.33194
C 2.15939 -1.35372 4.35140
C 4.21280 -0.90707 -1.26716
C -2.04826 4.69974 6.95806
C -1.50643 2.73819 4.37917
C -2.12616 4.88646 3.60686
C -0.27771 -5.01660 -2.97827
C -1.15459 -4.49900 0.69239
C 3.32727 2.37389 -6.35633
C 0.66157 0.60041 3.73810
C -0.34566 -7.17886 -1.86376
C -0.24068 -8.68094 -1.91679
C 3.87304 -2.33687 -0.86851
C -0.15341 -6.40228 -2.99844
C 3.44027 -3.22619 -2.02747
C -5.54639 4.04947 0.23363
C 1.22801 -0.62469 3.38861
C 1.31515 -1.93172 5.49577
C -3.62007 2.84089 6.38279
C -3.64710 1.19818 -3.28038
C 2.90494 -2.49678 3.65992
C -4.03363 -0.15252 -2.73074
C -0.66576 -6.52000 -0.68470
C 0.86862 -1.14301 2.15366
C -5.53565 2.85789 -0.74594
C 3.17007 1.04212 -2.32920
C -0.79564 -5.13604 -0.62037
C -1.39866 4.61928 2.45588
C -1.81178 6.59249 -0.95700
C 3.00757 -0.08619 -5.61017
C -4.13358 5.15819 5.65781
C -2.99997 4.15217 5.88564
C -2.20120 3.92621 4.60531
C 3.51749 0.88885 -6.67307
H 4.09120 2.76340 -5.67989
H -0.95962 -5.18265 1.52253
H -0.81439 -7.09939 0.22370
H 2.94517 -1.08157 -6.06185
H 3.08184 -2.30803 -0.11470
H 0.41558 -9.00122 -2.72834
H 4.75699 -2.77120 -0.38502
H 1.95590 -2.43742 6.22334
H 4.57619 0.68837 -6.87984
H -2.21107 -4.21776 0.71237
H -4.76568 5.20381 6.54746
H -1.36767 5.34883 1.65399
H 1.98910 0.16218 -5.30417
H 0.67041 -3.46475 -4.12995
H 4.23967 -4.25414 -3.76208
H 4.73113 -0.40542 -0.43878
H 0.76561 -1.14235 6.01186
H -0.42242 -1.07276 -3.73615
H -1.60340 5.64218 6.63404
H -4.29782 2.94696 -3.92749
H -2.86417 2.13397 6.72682
H -4.28410 3.04598 7.22545
H 0.15745 -9.08456 -0.98336
H -4.65302 -0.01763 -1.84758
H -0.28888 -0.85775 0.37494
H 3.60958 -2.94961 4.36093
H 2.98394 0.66757 -7.60125
H 3.47695 -1.06431 -3.77736
H -3.14579 -0.73627 -2.50033
H -6.55161 4.44522 0.32858
H -2.58886 4.87503 7.89245
H -1.53664 1.92400 5.09095
H 5.31080 -4.27994 -2.35870
H 3.92900 1.83708 -3.95370
H -5.50317 2.02711 -3.17371
H 0.22205 -4.91308 -5.06561
H -1.00793 0.32028 -3.96678
H 2.38282 -0.00425 -0.84927
H -4.75305 4.86922 4.80682
H -1.21671 -9.14704 -2.08273
H -0.59807 -3.57303 0.83833
H 0.88908 1.07604 4.68396
H 0.59051 -2.65247 5.11278
H -0.99924 -3.72902 -4.53856
H 4.90167 -0.47550 -4.63576
H 2.35472 2.55488 -5.89559
H -1.23881 3.99386 7.15518
H -2.65867 5.82377 3.67307
H 3.46624 -2.13989 2.79397
H 1.23627 -2.09500 1.79797
H 5.15057 -2.81185 -3.32361
H 4.90091 -0.90282 -2.11189
H -3.75319 6.16361 5.47416
H 0.10175 -6.88867 -3.93691
H -4.20297 2.36055 5.59500
H 3.38645 2.97695 -7.26448
H 3.72924 0.13745 4.12684
H 2.92943 -4.10633 -1.63370
H 2.67463 -2.70184 -2.60117
H 3.92332 -0.92511 5.53091
H -4.86809 4.82432 -0.12632
H 2.73456 0.37549 5.56478
H 2.22388 -3.27920 3.32224
*
```

Output
**Energy relative to the best compared isomer or geometry (same formula, charge and spin)**: 115.7 kJ/mol
**E_LUMO**: 0.123 hartree
**HOMO level**: -2.24 eV
**Kohn-Sham gap**: 5.60 eV

[4]
Formula: C42H68O18
Source: OMol25
Level of theory: ωB97M-V with the def2-TZVPD basis set

ORCA input file:
```
! RIJCOSX wB97M-V def2-TZVPD def2/J DEFGRID3
* xyz 0 1
O 0.72645 2.11115 -0.80996
O 1.19445 -0.43985 3.34004
O 5.79145 4.32115 0.19904
O -4.61355 -4.28685 -3.84496
O 3.64645 1.12415 -1.93896
O 0.02945 -2.51585 -4.19696
O -0.36655 -2.52785 2.28804
O 1.41245 -6.22785 -0.22596
O 4.23245 3.27315 -3.65896
O 2.88645 -1.13085 -0.54196
O 1.38745 -4.95085 5.81104
O -0.92555 0.17315 -1.63596
O -0.75055 3.43815 -2.56096
O -2.06655 1.40215 2.35704
O -5.63955 1.96115 -2.74896
O -4.07155 -1.91185 0.95804
O 1.01445 -0.34485 -5.65496
O 2.88545 2.48215 3.92204
C -1.22155 3.52615 2.30204
C 1.39245 -0.48785 -4.48996
C 2.20845 -5.33585 -0.31396
C 5.21545 5.41315 -3.35996
C 4.73545 3.74115 0.44004
C -2.82755 3.27015 -3.46696
C -4.98355 -6.22385 -2.36196
C 0.45845 0.98615 0.01504
C -4.53455 -4.77185 -2.74596
C 2.58845 4.93015 -3.51396
C -6.36555 1.07615 -0.60896
C -2.09455 2.49415 1.82104
C -0.55455 0.02015 -0.45596
C -1.23955 3.23715 -3.61696
C 4.65645 1.14215 4.75604
C 3.09745 -5.18685 -1.53796
C -0.56455 3.48315 -4.95796
C -3.89555 -4.03885 -1.60196
C 2.52845 -4.37785 0.84404
C 0.32545 -2.68785 5.75304
C -3.94255 -3.39585 2.77104
C -2.87755 2.63815 0.48204
C -5.66455 1.10715 -1.93096
C 2.43745 -0.95185 -1.72496
C -4.60255 0.04815 -2.16296
C -5.92955 -1.85785 2.41004
C 1.45545 -1.86785 -2.30496
C -0.16855 -1.46585 1.58504
C 3.26645 1.69015 4.87104
C 1.48245 -3.73385 5.34904
C 3.45845 4.44315 0.42904
C -0.83055 -1.23385 0.24404
C 2.50545 0.27315 -3.96896
C 1.11045 0.82815 1.45604
C 2.33645 1.28515 6.01004
C -4.59855 -2.36385 1.94704
C 0.75845 -0.33485 2.16004
C 4.07545 4.40115 -3.54496
C 2.47145 -3.34185 4.36704
C 0.86145 -1.64485 -3.73596
C 4.82245 2.35915 1.11504
C 2.95945 0.10715 -2.57396
H 2.08445 -3.16385 0.89404
H 2.16545 0.22615 6.00004
H -0.24755 -2.60385 -5.00796
H -3.84355 3.42015 0.79104
H -3.34855 2.40215 -3.94596
H 0.99245 -2.69585 -1.57196
H 5.40345 1.99015 4.34004
H 1.32745 1.73615 5.95004
H -4.65955 -3.59585 3.57504
H 2.01245 -2.96385 3.49004
H 0.50045 3.26315 -4.91396
H 3.13345 -4.11285 4.27504
H 3.86945 1.91615 0.97204
H 2.28345 5.13815 -4.51496
H 0.59145 -1.61085 5.68104
H 2.36945 -4.81485 1.75004
H 5.18045 0.97015 5.63104
H 5.07145 2.59015 2.12904
H -7.30955 0.58715 -0.64496
H -2.95855 -3.08985 3.24704
H -4.14255 -6.59785 -1.69396
H -5.95855 -6.17685 -1.79796
H -6.60055 2.13115 -0.51896
H -3.62555 -2.98485 -1.88296
H -2.32755 2.93515 -0.33296
H -5.10655 -6.80485 -3.27496
H -3.04755 -4.48285 -1.65696
H -6.22555 -1.15885 1.66704
H -1.03355 2.84315 -5.79696
H 1.77945 1.53915 1.74704
H -0.69655 4.45515 -5.05896
H -3.23155 1.59215 0.21404
H 2.49245 5.60915 -2.87096
H -0.58555 3.38815 3.16904
H 0.31345 2.33315 -1.75396
H 4.16445 -5.34985 -1.53096
H 3.76245 1.77215 -2.61696
H -5.65055 -1.20585 3.16304
H -0.25655 3.62915 1.51304
H 2.73445 1.78115 6.89604
H -0.91555 -3.13485 1.76804
H -0.30855 -2.94685 6.44304
H 3.65545 -4.16985 1.03304
H -3.86355 -4.25085 2.26804
H -1.68955 4.59315 2.37304
H 2.97845 1.12815 -4.59896
H -4.90255 -0.77485 -1.79396
H -6.86955 -2.72885 2.93304
H 6.05645 4.82715 -3.31596
H 3.05245 -2.55485 4.60704
H -0.45355 -2.63285 4.93904
H 5.45645 5.87315 -4.36296
H 2.60145 -5.95085 -2.30196
H 3.50445 5.61515 0.29804
H 5.62045 1.83015 0.74404
H -5.71555 0.53315 0.05804
H 3.09645 4.07415 -0.52996
H -3.17755 4.12515 -4.04196
H -3.79555 0.31815 -1.53896
H 4.98145 5.95615 -2.40996
H 2.98745 -4.13885 -1.88696
H -1.60855 -1.89585 0.04404
H 2.63445 4.08315 1.25904
H -4.62855 -3.97385 -0.51296
H -3.19955 3.56715 -2.40896
H 4.54045 0.28315 4.24204
H -4.18655 0.20615 -3.22696
H 1.68845 4.15815 -2.99096
*
```

Output
**Energy relative to the best compared isomer or geometry (same formula, charge and spin)**: 1988.4 kJ/mol
**E_LUMO**: -0.073 hartree
**HOMO level**: -8.55 eV
**Kohn-Sham gap**: 6.56 eV